(1)
18
Properties=species:S:1:pos:R:3:forces:R:3 method="wB97M-V/def2-TZVPD" total_charge=0 smiles="CC(C)C(N)=O.O" e_above_lowest_kcal_mol=15.80 homo_lumo_gap_ev=10.11 homo_energy_ev=-9.61
C 1.8155 -1.0827 0.2526 0.295 0.020 0.217
C 1.1075 0.2604 0.4401 0.399 0.553 1.095
C -0.2004 0.0835 1.2272 0.391 -0.561 0.068
C 0.7279 1.0388 -0.8098 -1.075 -1.296 1.211
N -0.1173 0.3042 -1.6076 0.727 0.938 -2.120
O 0.9937 2.1998 -0.9921 0.555 0.091 -0.571
H 2.9039 -0.9552 0.2452 -0.170 0.113 -0.903
H 1.3972 -1.5927 -0.6145 0.454 -0.173 -0.069
H 1.7437 -1.7473 1.1181 -0.694 0.145 0.103
H 1.7845 0.9068 1.0100 -0.250 0.078 -0.056
H 0.0189 -0.4364 2.1633 -0.106 0.280 0.073
H -0.7519 1.0070 1.3922 0.093 0.008 0.035
H -0.8169 -0.6003 0.6497 -0.225 -0.131 0.077
H -0.8263 -0.3653 -1.4280 0.013 -0.473 1.014
H -0.2697 0.7139 -2.5099 -0.163 0.432 -0.161
O -2.9654 0.4382 -0.2722 -0.163 -1.080 0.358
H -3.8483 0.1545 -0.5376 -0.103 0.340 -0.187
H -2.6966 -0.3273 0.2732 0.022 0.715 -0.183

***

(2)
18
Properties=species:S:1:pos:R:3:forces:R:3 method="wB97M-V/def2-TZVPD" total_charge=0 smiles="CC(N)=O.CCO" e_above_lowest_kcal_mol=20.39 homo_lumo_gap_ev=10.73 homo_energy_ev=-9.98
C -1.3291 0.9232 -1.6910 0.163 0.796 0.287
C -0.5882 1.9609 -0.8602 -1.062 -0.788 0.548
N -1.1269 2.1182 0.4024 1.163 1.131 -0.347
O 0.3449 2.6268 -1.2245 0.418 0.321 -0.365
H -0.8597 0.7824 -2.6559 0.278 -0.266 0.062
H -2.3164 1.3434 -1.8794 -0.193 -0.230 0.084
H -1.4037 0.0300 -1.0739 -0.150 -0.247 -0.333
H -0.6483 2.8646 0.9081 -0.485 -0.607 0.157
H -1.7623 1.4997 0.8622 -0.124 -0.141 -0.062
C 1.5431 -1.5585 1.7005 -0.718 -0.354 -0.367
C 1.0757 -1.4198 0.2105 0.655 0.223 2.531
O -0.1536 -2.1059 0.1197 0.014 0.067 0.411
H 2.5510 -1.9600 1.7518 0.128 0.288 0.262
H 0.8786 -2.2347 2.2441 0.085 -0.299 -0.317
H 1.4020 -0.6215 2.2395 0.561 0.112 -0.119
H 0.9915 -0.3322 0.1427 -0.247 -0.065 -1.059
H 1.8553 -1.8364 -0.4216 -0.156 0.094 -0.421
H -0.4540 -2.0803 -0.7750 -0.329 -0.035 -0.952

***

(3)
18
Properties=species:S:1:pos:R:3:forces:R:3 method="wB97M-V/def2-TZVPD" total_charge=0 e_above_lowest_kcal_mol=73.09 homo_lumo_gap_ev=9.56 homo_energy_ev=-9.09
H -2.2679 -0.2853 0.6385 0.007 -0.136 0.205
N -1.5405 0.3643 0.9286 0.560 -0.617 0.076
C -0.6649 -0.1011 1.7375 -1.775 0.724 0.602
O -0.7140 -1.2452 2.4192 0.263 -0.254 -0.101
H 0.0791 0.5785 2.1295 0.389 -0.217 -0.225
H -1.3909 -1.8427 2.0690 0.032 0.172 -0.006
C 1.2047 -0.9131 -0.1236 -0.042 1.340 -0.998
C 2.2340 -1.0230 0.6986 0.033 -0.134 0.182
H 0.7533 -1.7950 -0.5651 -0.041 -0.100 0.037
H 0.8256 0.1056 -0.4920 0.622 -1.692 0.636
H 2.6980 -0.1526 1.1426 0.097 0.113 -0.057
H 2.6451 -1.9799 0.9907 -0.014 -0.096 0.061
C -0.6151 1.4314 -2.3097 -0.190 -0.037 0.120
O -0.1933 1.5317 -0.9774 -1.512 -0.461 1.758
H 0.2362 1.6260 -2.9660 -0.005 0.050 0.034
H -1.3967 2.1668 -2.5339 -0.027 -0.079 -0.130
H -0.9885 0.4285 -2.5570 -0.069 0.015 -0.031
H -0.9043 1.1052 -0.2294 1.674 1.409 -2.162

***

(4)
18
Properties=species:S:1:pos:R:3:forces:R:3 method="wB97M-V/def2-TZVPD" total_charge=0 smiles=CNC(CO)CO e_above_lowest_kcal_mol=84.14 homo_lumo_gap_ev=9.37 homo_energy_ev=-8.61
C -0.1857 0.6862 -2.4867 1.334 1.691 -1.969
N -0.0606 -0.4255 -1.5492 -0.724 3.513 1.878
C 0.1000 -0.0566 -0.1057 0.315 0.080 -1.733
C 0.5711 -1.3751 0.5620 2.270 4.895 1.116
O 1.7057 -0.9717 1.4405 -1.768 -0.264 0.245
C -1.1387 0.7360 0.3387 2.024 0.742 1.855
O -0.8515 1.1867 1.7904 -0.660 -0.501 -2.748
H 0.1439 0.4838 -3.5875 -0.673 -0.101 2.096
H -1.1633 1.1484 -2.5160 -0.995 -0.859 -0.298
H 0.3056 1.7653 -2.2858 0.387 -2.687 0.427
H 0.2297 -1.3498 -1.6596 0.638 -0.834 -1.657
H 1.0122 0.5582 0.0884 -0.721 0.188 -0.628
H -0.1561 -1.8324 1.0909 -2.263 -1.934 1.664
H 1.0166 -1.8958 -0.2086 0.836 -1.720 -1.151
H 1.2970 -0.3154 2.0568 0.571 -0.727 -0.569
H -1.4867 1.5053 -0.3827 1.250 0.498 0.770
H -1.9982 0.1709 0.3047 -1.834 -2.072 0.593
H -1.6903 1.0766 2.2467 0.014 0.094 0.109

***

(5)
18
Properties=species:S:1:pos:R:3:forces:R:3 method="wB97M-V/def2-TZVPD" total_charge=0 smiles="CCC(=O)NC.O" e_above_lowest_kcal_mol=43.60 homo_lumo_gap_ev=9.73 homo_energy_ev=-9.15
C -0.8550 -0.8961 -2.0039 0.147 0.600 0.674
C -0.9807 0.1805 -0.8503 -0.926 0.186 -1.555
C 0.2180 0.2696 0.0078 0.762 -1.943 0.751
O 0.9517 -0.7210 0.1412 2.013 4.327 -1.685
N 0.3488 1.3486 0.7568 -0.148 1.443 0.926
C 1.4285 1.6651 1.7103 -0.045 0.850 -0.387
H -1.5701 -0.7343 -2.8280 0.203 0.100 0.508
H -1.0379 -1.8937 -1.5702 0.215 0.443 -0.327
H 0.1678 -0.8740 -2.4162 -0.469 -0.096 0.188
H -1.1162 1.2201 -1.2057 -0.450 -0.583 -0.339
H -1.8497 -0.0733 -0.2131 0.366 0.207 -0.196
H -0.3960 2.0480 0.7048 0.595 -0.428 -0.061
H 1.5978 2.7291 1.4739 0.432 -0.328 0.574
H 2.3750 1.1176 1.5656 -0.797 -0.018 -0.305
H 1.1330 1.5829 2.7698 -0.102 -0.168 -0.517
O 0.1384 -2.5559 0.8260 -2.661 -2.846 0.783
H 0.1445 -1.5757 0.7404 -0.030 -1.752 0.334
H -0.6980 -2.8377 0.3908 0.896 0.006 0.636

***

(6)
18
Properties=species:S:1:pos:R:3:forces:R:3 method="wB97M-V/def2-TZVPD" total_charge=0 smiles="CC(=O)O.CCN" e_above_lowest_kcal_mol=24.24 homo_lumo_gap_ev=9.52 homo_energy_ev=-8.85
C 1.6884 1.9487 -1.4478 1.221 1.943 1.120
C 2.3534 0.8939 -0.6046 -0.491 -0.554 -1.058
O 3.0793 1.0807 0.3255 0.306 0.106 0.065
O 1.9973 -0.3645 -1.0034 0.124 0.764 -0.522
H 2.0514 2.8735 -0.9626 -0.983 -0.133 0.442
H 0.6073 1.8663 -1.4414 -0.015 0.037 -0.284
H 2.1318 2.2289 -2.4057 -0.246 -1.382 -0.467
H 2.6868 -0.9285 -0.6648 0.272 -0.755 0.569
C -2.5968 -1.6519 0.9857 0.239 0.503 -0.559
C -1.4213 -0.7424 1.2685 0.631 0.976 0.385
N -0.8507 -0.1765 0.0655 -0.506 0.177 -1.262
H -3.3599 -1.1770 0.3666 0.037 0.472 0.219
H -3.0473 -1.9010 1.9440 -0.006 -0.724 -0.213
H -2.2598 -2.4581 0.3325 -0.078 -0.620 0.631
H -1.7465 0.0982 1.8883 -0.186 0.036 -0.065
H -0.6517 -1.2182 1.8907 -0.185 -0.499 -0.036
H -0.0758 0.4570 0.1187 0.014 0.088 0.863
H -0.5858 -0.8292 -0.6557 -0.149 -0.435 0.172

***

(7)
18
Properties=species:S:1:pos:R:3:forces:R:3 method="wB97M-V/def2-TZVPD" total_charge=0 smiles="CCCC(N)=O.O" e_above_lowest_kcal_mol=14.34 homo_lumo_gap_ev=10.54 homo_energy_ev=-9.63
C -2.6871 -0.2285 -0.2905 0.781 -0.227 0.487
C -1.3083 -0.0361 -0.9433 -0.634 1.550 -0.608
C -0.1270 -0.7464 -0.3265 0.051 -0.450 0.004
C 0.4910 -0.0840 0.8948 -0.236 0.239 -0.659
N -0.3235 0.3820 1.8770 -0.665 0.275 0.620
O 1.6830 0.1075 0.9171 0.607 0.231 0.281
H -2.6024 -0.5682 0.7451 0.080 0.082 0.018
H -3.2231 0.7100 -0.2628 -0.404 0.036 -0.180
H -3.2504 -1.0156 -0.7612 -0.400 -0.108 -0.417
H -1.1243 1.0500 -1.0323 0.279 -0.161 0.830
H -1.3778 -0.1732 -2.0242 -0.015 -1.008 0.012
H 0.6927 -0.7764 -1.0303 0.229 0.008 -0.175
H -0.3530 -1.7933 -0.1209 -0.195 -0.095 0.165
H -1.3042 0.1990 1.9556 -0.106 -0.221 -0.513
H -0.0421 1.1598 2.4431 0.631 -0.113 0.155
O 4.8527 0.3768 -0.9600 -0.331 0.325 -0.454
H 5.5241 0.1819 -0.3062 -0.008 0.234 0.248
H 4.4797 1.2548 -0.7744 0.335 -0.595 0.185

***

Please write out number 7 again, unchanged.
18
Properties=species:S:1:pos:R:3:forces:R:3 method="wB97M-V/def2-TZVPD" total_charge=0 smiles="CCCC(N)=O.O" e_above_lowest_kcal_mol=14.34 homo_lumo_gap_ev=10.54 homo_energy_ev=-9.63
C -2.6871 -0.2285 -0.2905 0.781 -0.227 0.487
C -1.3083 -0.0361 -0.9433 -0.634 1.550 -0.608
C -0.1270 -0.7464 -0.3265 0.051 -0.450 0.004
C 0.4910 -0.0840 0.8948 -0.236 0.239 -0.659
N -0.3235 0.3820 1.8770 -0.665 0.275 0.620
O 1.6830 0.1075 0.9171 0.607 0.231 0.281
H -2.6024 -0.5682 0.7451 0.080 0.082 0.018
H -3.2231 0.7100 -0.2628 -0.404 0.036 -0.180
H -3.2504 -1.0156 -0.7612 -0.400 -0.108 -0.417
H -1.1243 1.0500 -1.0323 0.279 -0.161 0.830
H -1.3778 -0.1732 -2.0242 -0.015 -1.008 0.012
H 0.6927 -0.7764 -1.0303 0.229 0.008 -0.175
H -0.3530 -1.7933 -0.1209 -0.195 -0.095 0.165
H -1.3042 0.1990 1.9556 -0.106 -0.221 -0.513
H -0.0421 1.1598 2.4431 0.631 -0.113 0.155
O 4.8527 0.3768 -0.9600 -0.331 0.325 -0.454
H 5.5241 0.1819 -0.3062 -0.008 0.234 0.248
H 4.4797 1.2548 -0.7744 0.335 -0.595 0.185